[1]
ORCA calculation (wB97M-V/def2-TZVPD) on a cluster of 2 separate species, C5H9N in total.

```
15
Properties=species:S:1:pos:R:3:forces:R:3
C 0.190 -2.289 -0.624 -0.04 -0.29 0.23
C 0.567 -1.282 -1.690 -0.11 0.23 0.02
C -0.285 -0.888 -0.798 0.22 -0.03 -0.15
N -1.160 0.046 -0.286 0.02 -0.20 -0.16
C -0.715 1.421 -0.161 0.08 0.24 -0.11
C -0.915 0.572 1.045 0.02 -0.04 0.27
H -0.471 -3.126 -0.872 0.07 0.16 0.01
H 0.899 -2.527 0.177 -0.10 0.06 -0.13
H 2.218 2.305 1.721 -0.03 -0.01 0.01
H 1.145 -1.129 -2.586 -0.10 0.00 0.13
H 1.490 2.154 1.721 0.07 0.03 0.01
H 0.310 1.639 -0.458 -0.17 -0.06 0.05
H -1.449 2.178 -0.421 0.10 -0.14 0.05
H -1.798 0.703 1.665 0.13 -0.01 -0.12
H -0.026 0.222 1.568 -0.14 0.05 -0.12
```
Forces are in eV/Å.

Results
DFT total energy, eV: -6816.2636
LUMO level, Eh: 0.0486
Multiplicity: 1
Frontier orbital gap, eV: 9.73
Charge: 0

And the Löwdin charges, in e, turn out to be: number 1, C, carries -0.105; number 2, C, carries 0.015; number 3, C, carries -0.295; number 4, N, carries -0.042; number 5, C, carries -0.130; number 6, C, carries -0.129; number 7, H, carries 0.075; number 8, H, carries 0.074; number 9, H, carries 0.038; number 10, H, carries 0.087; number 11, H, carries 0.011; number 12, H, carries 0.098; number 13, H, carries 0.103; number 14, H, carries 0.103; number 15, H, carries 0.097

[2]
ORCA calculation (wB97M-V/def2-TZVPD) on a cluster of 9 separate species, C45H104F12N7O3P2 in total at a distorted geometry.

```
173
Properties=species:S:1:pos:R:3:forces:R:3
C -2.117 -3.575 6.120 0.27 1.00 0.79
C -1.302 -2.834 5.120 1.45 2.34 -0.33
O -0.508 -1.922 5.246 -2.00 -2.61 -0.32
N -1.590 -3.302 3.645 0.80 1.27 0.68
H -2.517 -3.713 3.603 -0.12 -0.02 -0.25
H -1.483 -2.473 3.019 -0.59 0.18 0.47
C -0.539 -4.216 3.170 0.40 -1.06 0.92
H -3.189 -3.364 5.945 0.46 -0.50 0.02
H -1.850 -3.196 7.120 -0.18 -0.03 -0.43
H -1.841 -4.621 6.126 -0.37 -0.44 -0.28
H -0.670 -4.332 2.111 0.38 0.04 -0.41
H -0.680 -5.173 3.660 -0.05 -0.27 -0.05
H 0.439 -3.840 3.498 -0.37 0.17 -0.60
C -7.873 -2.301 -2.023 1.21 0.48 0.43
C -7.302 -1.792 -0.684 -1.90 -0.66 1.53
O -7.463 -2.219 0.431 0.54 0.46 -2.36
N -6.522 -0.437 -0.734 -0.85 -0.56 0.40
H -5.675 -0.615 -1.256 0.77 0.05 -0.55
H -7.011 0.312 -1.283 0.30 -0.74 0.71
C -6.092 -0.024 0.663 1.37 0.11 -1.13
H -7.796 -3.403 -2.124 -0.02 0.77 0.26
H -7.302 -1.778 -2.793 0.03 -0.38 -0.29
H -8.906 -1.985 -2.181 -0.05 -0.06 0.49
H -5.456 -0.838 1.086 -1.01 0.55 -0.25
H -6.938 0.285 1.270 0.15 -0.18 -0.07
H -5.383 0.770 0.400 -0.31 0.26 0.65
C 0.617 2.528 -4.281 -0.04 -1.55 0.27
C 1.134 3.880 -4.226 0.57 1.30 0.12
O 1.523 4.505 -3.303 -0.18 -0.16 -0.25
N 1.208 4.637 -5.611 0.33 0.36 0.21
H 1.873 4.202 -6.268 -0.72 -0.59 0.24
H 0.264 4.681 -6.040 0.65 -0.16 0.08
C 1.800 6.021 -5.496 -0.62 0.07 -1.96
H 0.602 2.098 -5.284 -0.18 0.09 0.11
H -0.353 2.443 -3.783 -0.29 0.26 -0.28
H 1.236 1.902 -3.621 0.09 0.22 -0.30
H 1.903 6.314 -6.562 0.29 0.11 0.72
H 2.746 5.991 -5.000 0.38 -0.11 0.31
H 1.110 6.708 -5.063 -0.40 0.26 0.65
C -0.053 6.856 4.625 -0.48 0.74 -0.42
C -0.211 5.413 4.123 0.52 1.11 -0.56
C -0.791 5.435 2.713 -0.61 0.28 -0.19
C -2.149 6.138 2.708 0.46 -1.01 0.55
N -2.985 5.870 1.503 1.96 -0.44 -0.39
C -3.511 4.493 1.439 0.24 -1.55 0.58
C -4.721 4.601 0.620 -2.51 0.09 -2.35
C -5.401 5.966 1.004 2.47 -0.53 -0.80
C -4.159 6.715 1.605 -2.78 0.19 -0.61
C -2.156 6.147 0.269 0.11 0.58 0.63
H -1.006 7.247 4.981 -0.03 -0.07 0.24
H 0.258 7.601 3.870 0.07 -0.62 -0.07
H 0.659 6.966 5.422 0.24 -0.20 0.50
H -0.733 4.872 4.888 -0.56 -0.65 0.07
H 0.767 4.999 3.995 0.74 -0.53 0.24
H -0.830 4.511 2.123 -0.13 -0.36 0.78
H -0.074 6.020 2.165 0.28 0.52 -0.45
H -2.058 7.208 2.826 0.01 0.26 -0.07
H -2.741 5.741 3.533 -0.04 0.21 0.12
H -2.804 3.720 1.149 0.44 0.45 -0.60
H -3.802 4.124 2.410 -0.08 0.59 0.82
H -4.562 4.586 -0.480 0.41 0.11 0.64
H -5.401 3.746 0.735 0.23 0.23 0.37
H -5.782 6.516 0.150 -0.21 -0.24 -0.03
H -6.150 5.828 1.740 -0.70 0.04 0.63
H -3.976 7.646 1.129 0.23 0.85 -0.30
H -4.436 6.875 2.622 0.50 0.26 0.92
H -1.238 5.594 0.241 0.14 -0.67 0.38
H -1.858 7.176 0.281 -0.09 0.69 0.13
H -2.683 5.958 -0.627 -0.92 -0.27 -0.73
C 5.088 -5.625 -4.690 0.30 -0.79 0.20
C 5.428 -4.264 -4.171 0.35 0.91 0.55
C 5.832 -4.449 -2.707 1.40 -0.92 -1.06
C 6.238 -3.183 -1.998 -0.57 -0.12 -0.07
N 6.059 -3.302 -0.500 -0.74 1.74 0.91
C 4.648 -3.483 -0.020 -0.55 -0.41 -0.51
C 3.975 -2.118 0.055 0.22 0.02 -0.74
C 5.116 -1.096 -0.056 0.42 -1.02 -1.24
C 6.379 -1.962 0.151 -0.70 0.19 0.55
C 6.944 -4.353 0.000 0.23 -0.43 -0.97
H 5.982 -6.252 -4.510 -0.52 0.00 -0.44
H 4.807 -5.669 -5.733 0.08 0.05 -0.25
H 4.280 -6.067 -4.097 -0.01 -0.01 -0.10
H 4.600 -3.559 -4.173 -0.31 0.15 -0.41
H 6.269 -3.811 -4.722 -0.37 -0.13 0.07
H 6.702 -5.143 -2.802 -0.57 0.37 0.63
H 5.029 -4.994 -2.225 -0.11 -0.03 0.31
H 5.630 -2.356 -2.360 -0.07 0.12 0.26
H 7.285 -2.938 -2.197 -0.10 0.00 0.23
H 4.708 -3.901 0.984 0.12 -0.28 -0.19
H 4.143 -4.165 -0.703 0.00 -0.12 0.35
H 3.488 -2.028 0.997 -0.55 0.08 0.69
H 3.211 -2.014 -0.721 0.19 0.18 0.12
H 5.026 -0.296 0.639 0.12 0.54 0.67
H 5.122 -0.655 -1.055 0.09 0.06 0.11
H 6.494 -2.155 1.230 0.21 -0.05 -0.43
H 7.292 -1.574 -0.267 0.36 0.16 -0.09
H 7.901 -3.928 -0.247 0.87 -0.63 0.41
H 6.736 -5.231 -0.605 0.32 -0.15 0.14
H 6.798 -4.619 1.036 0.02 0.44 0.30
C -5.308 -5.443 -7.507 0.66 -0.04 -1.42
C -4.423 -4.251 -7.111 -0.86 0.37 -0.52
C -3.453 -4.667 -5.988 -0.68 2.11 -0.68
C -2.586 -3.411 -5.752 1.05 -0.42 1.37
N -1.548 -3.715 -4.662 -1.23 0.53 0.64
C -0.855 -2.435 -4.309 0.80 0.92 -0.04
C 0.609 -2.815 -3.966 -0.77 0.24 1.11
C 0.632 -4.340 -4.080 1.82 -0.09 -0.77
C -0.439 -4.614 -5.110 -1.62 -1.41 1.40
C -2.291 -4.261 -3.422 1.66 1.66 0.05
H -4.644 -6.313 -7.467 -0.41 -0.20 -0.14
H -5.729 -5.405 -8.540 0.54 0.24 0.68
H -6.160 -5.620 -6.887 -0.35 0.03 0.79
H -5.027 -3.364 -6.838 0.08 -0.48 0.38
H -3.880 -3.835 -7.985 0.07 -0.71 0.36
H -2.875 -5.502 -6.346 0.45 -0.30 -0.05
H -4.013 -4.986 -5.082 0.36 0.36 -0.59
H -3.073 -2.508 -5.336 -0.48 -0.69 -0.35
H -1.942 -3.017 -6.561 -0.73 -0.69 -0.23
H -1.353 -1.883 -3.520 -0.31 -0.33 0.11
H -0.876 -1.751 -5.183 -0.08 -0.64 0.32
H 0.901 -2.514 -2.948 -0.24 0.11 -0.36
H 1.239 -2.276 -4.657 0.49 -0.31 -0.25
H 0.488 -4.870 -3.114 -0.27 0.43 -0.69
H 1.626 -4.665 -4.444 -0.52 -0.04 0.12
H -0.856 -5.630 -4.999 0.47 0.25 -0.59
H -0.294 -4.353 -6.143 0.79 -0.06 -0.34
H -1.611 -4.025 -2.598 -0.30 0.00 0.09
H -2.379 -5.335 -3.422 -0.56 -0.18 -0.49
H -3.187 -3.632 -3.318 0.15 -0.71 0.02
C 2.298 3.306 1.584 -0.67 0.98 0.09
C 3.068 3.379 2.922 -0.08 -0.87 -1.35
C 2.481 2.370 3.905 0.25 0.82 0.52
C 3.204 2.577 5.227 0.45 -0.05 -0.31
N 2.814 1.600 6.283 0.78 0.36 1.18
C 3.149 0.239 5.830 -0.39 -2.02 -0.71
C 3.593 -0.546 7.058 -0.23 1.54 -0.34
C 4.366 0.476 7.848 0.96 0.13 0.58
C 3.807 1.829 7.483 -0.96 -0.14 -0.02
C 1.383 1.779 6.679 -1.00 0.37 -1.47
H 2.615 4.119 0.926 0.46 -0.30 -0.21
H 1.262 3.629 1.790 0.08 -0.60 -0.02
H 2.270 2.338 1.043 0.22 0.60 0.61
H 2.982 4.392 3.328 0.11 -0.12 -0.05
H 4.133 3.175 2.709 -0.30 0.12 0.37
H 2.545 1.334 3.576 0.21 0.07 -0.22
H 1.417 2.576 3.997 -0.20 0.03 0.11
H 3.095 3.568 5.675 -0.28 0.04 -0.29
H 4.299 2.445 5.078 -0.67 -0.01 0.04
H 2.256 -0.292 5.450 0.41 0.72 -0.42
H 3.913 0.339 5.056 -0.07 -0.18 0.12
H 2.637 -0.790 7.500 0.22 -0.74 0.77
H 4.278 -1.345 6.897 -0.26 -1.10 -0.50
H 4.295 0.283 8.902 -0.12 0.03 0.58
H 5.457 0.429 7.640 -0.73 0.03 -0.16
H 3.258 2.313 8.285 -0.04 0.11 -0.07
H 4.580 2.462 7.107 0.29 0.63 -0.08
H 1.062 1.190 7.515 0.48 -0.27 0.74
H 0.704 1.452 5.852 0.84 0.27 0.36
H 1.185 2.847 6.845 0.24 -0.39 0.19
P -0.340 -0.268 1.612 2.09 -0.43 2.25
F -0.255 0.519 3.094 0.62 -0.59 -1.04
F -1.148 0.945 1.080 -0.77 0.80 -0.99
F 1.048 0.338 1.078 0.42 0.51 0.92
F -0.353 -1.093 0.260 -1.15 -0.66 -0.37
F 0.516 -1.566 2.343 -0.73 0.92 -0.51
F -1.710 -0.951 2.163 -0.45 -0.73 -0.24
P -3.370 0.799 -2.474 1.65 -0.76 0.48
F -3.449 -0.620 -1.496 -0.15 1.66 0.27
F -4.870 0.489 -2.920 -1.06 -0.40 0.03
F -3.896 1.726 -1.282 -0.43 -0.10 0.37
F -3.355 2.009 -3.527 0.41 -0.07 0.23
F -1.831 1.190 -1.976 -1.08 -0.90 -0.61
F -2.811 -0.255 -3.559 0.41 0.54 -0.70
```
Forces are in eV/Å.

Results
DFT total energy, eV: -116078.7250
LUMO level, Eh: -0.3288
Multiplicity: 1
Frontier orbital gap, eV: 10.18
Charge: +5

Atom charges from the Löwdin analysis, given in e for atoms 1 to 99: number 1, C, carries 0.034; number 2, C, carries -0.342; number 3, O, carries 0.151; number 4, N, carries 0.072; number 5, H, carries 0.172; number 6, H, carries 0.116; number 7, C, carries -0.010; number 8, H, carries 0.122; number 9, H, carries 0.117; number 10, H, carries 0.105; number 11, H, carries 0.104; number 12, H, carries 0.105; number 13, H, carries 0.109; number 14, C, carries 0.044; number 15, C, carries -0.316; number 16, O, carries 0.157; number 17, N, carries 0.076; number 18, H, carries 0.100; number 19, H, carries 0.204; number 20, C, carries 0.014; number 21, H, carries 0.115; number 22, H, carries 0.078; number 23, H, carries 0.110; number 24, H, carries 0.118; number 25, H, carries 0.110; number 26, H, carries 0.077; number 27, C, carries 0.028; number 28, C, carries -0.378; number 29, O, carries 0.192; number 30, N, carries 0.083; number 31, H, carries 0.185; number 32, H, carries 0.197; number 33, C, carries 0.018; number 34, H, carries 0.102; number 35, H, carries 0.101; number 36, H, carries 0.121; number 37, H, carries 0.127; number 38, H, carries 0.104; number 39, H, carries 0.100; number 40, C, carries -0.087; number 41, C, carries -0.228; number 42, C, carries -0.192; number 43, C, carries -0.117; number 44, N, carries -0.265; number 45, C, carries -0.137; number 46, C, carries -0.161; number 47, C, carries -0.061; number 48, C, carries -0.098; number 49, C, carries 0.060; number 50, H, carries 0.080; number 51, H, carries 0.095; number 52, H, carries 0.074; number 53, H, carries 0.108; number 54, H, carries 0.072; number 55, H, carries 0.103; number 56, H, carries 0.109; number 57, H, carries 0.142; number 58, H, carries 0.147; number 59, H, carries 0.141; number 60, H, carries 0.148; number 61, H, carries 0.122; number 62, H, carries 0.119; number 63, H, carries 0.121; number 64, H, carries 0.106; number 65, H, carries 0.136; number 66, H, carries 0.134; number 67, H, carries 0.097; number 68, H, carries 0.118; number 69, H, carries 0.102; number 70, C, carries -0.103; number 71, C, carries -0.266; number 72, C, carries -0.218; number 73, C, carries -0.094; number 74, N, carries -0.289; number 75, C, carries -0.094; number 76, C, carries -0.130; number 77, C, carries -0.123; number 78, C, carries -0.071; number 79, C, carries 0.032; number 80, H, carries 0.098; number 81, H, carries 0.082; number 82, H, carries 0.076; number 83, H, carries 0.098; number 84, H, carries 0.132; number 85, H, carries 0.138; number 86, H, carries 0.105; number 87, H, carries 0.133; number 88, H, carries 0.155; number 89, H, carries 0.138; number 90, H, carries 0.125; number 91, H, carries 0.103; number 92, H, carries 0.116; number 93, H, carries 0.106; number 94, H, carries 0.111; number 95, H, carries 0.150; number 96, H, carries 0.138; number 97, H, carries 0.121; number 98, H, carries 0.109; number 99, H, carries 0.120